[1]
DFT (ωB97M-V with the def2-TZVPD basis set) results for CH11O7PdV as an isolated structure in a non-equilibrium geometry.

Element x y z (Å)
O  -2.9968  -2.5304  1.3059
V  -1.7358  -3.4407  1.4792
O  -1.4651  -4.1052  0.0948
Pd  1.6569  -2.7298  2.4425
C  -0.1739  -0.7224  0.5633
O  -0.0239  -1.9281  1.1173
H  -1.0529  -0.1842  0.9619
H  0.7102  -0.1123  0.7478
H  -0.3108  -0.8542  -0.5528
O  1.6915  2.1463  2.6856
H  1.0210  2.8439  2.6849
H  1.4468  1.5713  1.9502
O  -1.3963  1.6125  -1.4947
H  -1.2544  0.9399  -2.1897
H  -2.1170  1.2928  -0.9371
O  -1.5290  -0.3965  -3.7958
H  -0.8914  -0.2933  -4.5156
H  -1.5073  -1.3357  -3.5812
O  3.5351  2.4783  0.1633
H  3.5459  3.4368  0.0566
H  2.8471  2.3109  0.8137

Cartesian forces, eV/Å:
1.2 -0.9 0.1
-0.1 1.4 -1.8
-0.4 0.3 1.0
-0.1 0.5 -0.6
0.3 1.6 0.2
-0.6 -2.9 1.9
-0.2 -0.3 -0.4
0.1 0.0 -0.4
-0.2 0.4 0.0
-0.2 -0.3 -0.3
0.1 0.0 0.1
-0.1 0.2 0.2
0.6 -0.5 0.4
-0.4 0.0 -0.4
-0.3 0.1 -0.3
0.4 0.1 0.5
-0.2 0.1 0.0
-0.1 0.0 -0.2
-0.1 -0.2 -0.2
0.1 0.0 0.0
0.2 0.3 0.3

Output
E_tot   -44690.40076 eV
LUMO (alpha / beta)   -10.2 / -13.3 eV
HOMO level (alpha / beta)   -16.73 / -15.95 eV
Kohn-Sham gap (alpha / beta)   6.49 / 2.63 eV
Spin multiplicity   3
Net charge   +2

[2]
DFT (ωB97M-V with the def2-TZVPD basis set) results for a 5-piece molecular cluster, CH12N2O4 overall in a non-equilibrium geometry.

Element x y z (Å)
H  -0.1882  -3.8706  -2.4394
N  0.2834  -3.0054  -2.1632
C  -0.6613  -2.1379  -2.1227
N  -0.7697  -1.2199  -1.0578
H  -1.2895  -2.0453  -3.0235
H  -0.1631  -1.6400  -0.3590
H  -1.7310  -1.1675  -0.7472
O  1.2253  -1.3600  4.8437
H  1.2373  -0.4876  5.2727
H  2.1692  -1.5188  4.7144
O  -0.6509  5.6242  -1.7978
H  -0.1790  6.4143  -1.4923
H  -1.0186  5.3844  -0.9364
O  -3.9727  2.8808  -3.3302
H  -3.8941  2.9339  -4.2811
H  -3.2124  3.3967  -3.0497
O  4.1530  -2.6264  4.3294
H  5.0753  -2.6984  4.0439
H  3.5871  -2.8565  3.5962

Cartesian forces, eV/Å:
0.9 0.1 -1.6
-1.0 -0.3 1.9
0.7 0.2 -0.1
0.5 -0.9 -1.3
-0.9 0.1 0.9
-0.2 0.4 0.3
0.0 0.4 0.0
0.3 0.6 0.2
-0.2 -0.4 -0.2
0.0 -0.2 0.1
0.1 0.5 1.0
0.2 0.0 -0.7
-0.3 -0.6 -0.3
0.1 0.1 0.1
-0.2 -0.1 -0.4
0.1 0.1 0.3
0.3 0.2 0.5
-0.5 0.0 -0.1
0.1 -0.3 -0.5

Output
E_tot   -12400.40761 eV
LUMO   0.7 eV
HOMO level   -8.78 eV
Structure (SMILES)   [H]/N=C/N.O.O.O.O
Kohn-Sham gap   9.48 eV
Relative energy (zero: lowest compared OMol25 entry of this formula, charge and spin)   234.8 kJ/mol

> What is the formula in the second record?

CH12N2O4

> Among the records above, which one has the lowest E_tot?

CH11O7PdV

> Which value of E_tot does entry 1 give?

-44690.40076 eV